# C4H5NO2

A single C4H5NO2 molecule at a distorted geometry (ωB97M-V/def2-TZVPD, OMol25).

Bonds (Å) are listed after each position.
Element x y z (Å)
1 C 1.12 0.25 1.33  C2 1.493, H8 1.097, H9 1.092, H10 1.094
2 C 0.20 0.08 0.17  C1 1.493, C3 1.418, N7 1.312
3 C -0.97 -0.72 0.07  C2 1.418, O4 1.483, C5 1.704, H11 1.078
4 O -1.00 -1.35 -1.27  C3 1.483, C5 1.327
5 C -1.24 -0.06 -1.48  C3 1.704, O4 1.327, O6 1.200, N7 1.740
6 O -2.04 0.57 -2.11  C5 1.200
7 N 0.27 0.67 -1.00  C2 1.312, C5 1.740, H12 1.015
8 H 1.86 -0.57 1.33  C1 1.097
9 H 1.66 1.20 1.29  C1 1.092
10 H 0.57 0.18 2.27  C1 1.094
11 H -1.56 -1.22 0.82  C3 1.078
12 H 1.12 1.01 -1.42  N7 1.015

As for the lowest unoccupied orbital energy: 0.4 eV. The value obtained for the largest force on an atom is 1.422 eV Å⁻¹. The total energy is -9810.765 eV. The energy above the lowest of the compared OMol25 structures with the same formula, charge and spin comes out at 3.550 eV. As for the HOMO-LUMO gap: 9.01 eV.

Löwdin population analysis, charges in e, atoms 1 to 5: atom 1 (C): -0.003, atom 2 (C): -0.320, atom 3 (C): -0.057, atom 4 (O): 0.085, atom 5 (C): -0.539

***

# C4H5NO2

A single C4H5NO2 molecule at a distorted geometry (ωB97M-V/def2-TZVPD, OMol25).

Bonds (Å) are listed after each position.
Element x y z (Å)
1 O -2.27 -0.63 -1.25  C2 1.199
2 C -1.27 -0.07 -0.89  O1 1.199, C3 1.477, H8 1.113
3 C -0.68 -0.57 0.37  C2 1.477, C4 1.506, N5 1.441, H9 1.094
4 C 0.76 -1.02 0.35  C3 1.506, N5 1.426, H10 1.088, H11 1.089
5 N 0.40 0.25 0.87  C3 1.441, C4 1.426, C6 1.391
6 C 0.81 1.46 0.32  N5 1.391, O7 1.208, H12 1.107
7 O 1.93 1.67 -0.09  C6 1.208
8 H -0.69 0.51 -1.63  C2 1.113
9 H -1.38 -1.00 1.09  C3 1.094
10 H 1.29 -1.05 -0.60  C4 1.088
11 H 1.06 -1.76 1.08  C4 1.089
12 H 0.03 2.24 0.39  C6 1.107

As for the lowest unoccupied orbital energy: 0.4 eV. The SMILES is O=C[C@H]1CN1C=O. The value obtained for the largest force on an atom is 2.508 eV Å⁻¹. The total energy is -9812.171 eV. The energy above the lowest of the compared OMol25 structures with the same formula, charge and spin comes out at 2.144 eV. As for the HOMO-LUMO gap: 10.58 eV.

Löwdin population analysis, charges in e, atoms 1 to 5: atom 1 (O): 0.073, atom 2 (C): -0.226, atom 3 (C): -0.194, atom 4 (C): -0.043, atom 5 (N): -0.028

***

- Which value of total energy does entry 2 give?
  -9812.171 eV